# 1
{"formula": "C4H4O2", "method": "the ωB97M-V functional and the def2-TZVPD basis", "lumo_energy_ev": 0.54, "charge": 0, "energy_ev": -8303.9733, "multiplicity": 1, "smiles": "C#C[C@@H](O)C=O", "relative_energy_kcal_mol": 71.6, "homo_lumo_gap_ev": 10.568, "elements": ["C", "C", "C", "O", "C", "O", "H", "H", "H", "H"], "coordinates": [[-1.1308, -0.3422, -1.3191], [-0.7988, -0.8971, -0.2917], [0.1509, -0.5454, 0.8218], [1.4451, -1.0008, 0.6628], [0.0599, 0.9107, 0.3239], [0.8844, 1.2947, -0.4769], [-1.4046, 0.2362, -2.1740], [-0.2076, -0.7558, 1.8324], [1.8195, -0.4025, -0.0157], [-0.8181, 1.5022, 0.6367]]}


# 2
{"formula": "C13H19ClFINO", "method": "the ωB97M-V functional and the def2-TZVPD basis", "lumo_energy_ev": -3.68, "charge": 1, "energy_ev": -40660.4230, "multiplicity": 1, "homo_lumo_gap_ev": 7.787, "elements": ["C", "C", "Cl", "C", "C", "C", "N", "C", "I", "C", "O", "H", "H", "H", "H", "H", "H", "H", "H", "H", "H", "H", "H", "H", "H", "F", "C", "C", "C", "C", "C", "C", "H", "H", "H", "H", "H"], "coordinates": [[-4.3828, -1.9996, 2.8723], [-3.0232, -2.4270, 2.3597], [-2.7380, -4.1807, 2.6379], [-1.8871, -1.6518, 3.0119], [-0.5313, -1.7650, 2.2888], [0.3632, -0.5686, 2.5655], [-0.2255, 0.6841, 1.9302], [-1.0696, 0.3909, 0.7052], [-1.0366, 2.0668, -0.5794], [-0.5091, -0.8555, 0.0461], [-0.6422, -1.9846, 0.8861], [-4.6740, -1.0419, 2.4339], [-5.1400, -2.7354, 2.6074], [-4.3879, -1.9019, 3.9596], [-2.9549, -2.3319, 1.2772], [-2.2016, -0.6057, 3.1379], [-1.7485, -2.0421, 4.0239], [-0.0038, -2.6391, 2.6744], [1.3490, -0.7025, 2.1253], [0.4621, -0.3825, 3.6336], [0.5348, 1.3060, 1.6470], [-0.7851, 1.2065, 2.6041], [-2.0936, 0.2400, 1.0368], [0.5398, -0.6845, -0.2313], [-1.0664, -1.0630, -0.8661], [3.4479, 0.7993, -1.7558], [3.3115, 1.4758, -2.9257], [4.2001, 1.2326, -3.9505], [4.0250, 1.9334, -5.1367], [2.9865, 2.8441, -5.2774], [2.1099, 3.0653, -4.2240], [2.2726, 2.3773, -3.0307], [4.9999, 0.5175, -3.8181], [4.7089, 1.7630, -5.9574], [2.8622, 3.3822, -6.2068], [1.3028, 3.7784, -4.3308], [1.6253, 2.4999, -2.1741]]}


# 3
{"formula": "C13H9N7O11SSeW", "method": "the ωB97M-V functional and the def2-TZVPD basis", "lumo_energy_ev": [-1.95, -1.91], "charge": 0, "energy_ev": -124577.1897, "multiplicity": 1, "relative_energy_kcal_mol": 2.8, "homo_lumo_gap_ev": [6.166, 6.476], "elements": ["W", "N", "C", "S", "N", "N", "C", "C", "C", "C", "C", "C", "N", "H", "H", "H", "H", "H", "H", "H", "O", "Se", "O", "O", "O", "O", "N", "O", "C", "C", "C", "C", "O", "C", "C", "N", "O", "O", "N", "O", "O", "H", "H"], "coordinates": [[-0.6142, -0.1771, -0.3344], [0.3598, 3.7335, 1.7607], [0.2911, 2.5923, 1.0457], [-0.4904, 1.2045, 1.7132], [0.8481, 2.5687, -0.1444], [0.8153, 1.3259, -0.6506], [1.1525, 1.0701, -1.8873], [1.5333, -0.3085, -2.1256], [2.1748, -0.7937, -3.2508], [2.6094, -2.1082, -3.2261], [2.3817, -2.8941, -2.1049], [1.6562, -2.3672, -1.0550], [1.2342, -1.1022, -1.0765], [-0.0164, 3.7612, 2.6897], [0.9982, 4.4521, 1.4664], [1.2943, 1.8577, -2.6183], [2.3473, -0.1495, -4.1014], [3.1348, -2.5198, -4.0778], [2.7191, -3.9183, -2.0565], [1.3828, -2.9473, -0.1875], [-0.6367, -4.0631, -1.2452], [-1.5346, -2.8590, -0.7139], [-1.3998, -1.4468, -1.7172], [-0.7167, -1.9882, 0.5607], [-3.0511, -3.1413, -0.3473], [-7.6529, 3.0015, 1.6215], [-6.8511, 3.2345, 0.7422], [-6.9393, 4.1329, -0.0692], [-5.6906, 2.3414, 0.6366], [-5.5520, 1.2965, 1.5433], [-4.4561, 0.4823, 1.4608], [-3.4701, 0.6298, 0.4506], [-2.5215, -0.2147, 0.3225], [-3.6704, 1.7186, -0.4316], [-4.7667, 2.5653, -0.3488], [-2.7420, 1.9618, -1.4927], [-3.0197, 2.7549, -2.3561], [-1.6108, 1.4307, -1.4737], [-4.3112, -0.5590, 2.4905], [-3.1935, -0.8335, 2.8569], [-5.3412, -1.0316, 2.9295], [-6.2908, 1.1298, 2.3139], [-4.8903, 3.3777, -1.0487]]}


# 4
{"formula": "C53H51KN6O2SSiTe", "method": "the ωB97M-V functional and the def2-TZVPD basis", "lumo_energy_ev": 2.77, "charge": -2, "energy_ev": -111152.7944, "multiplicity": 1, "relative_energy_kcal_mol": 123.1, "homo_lumo_gap_ev": 3.773, "elements": ["K", "N", "C", "C", "C", "C", "N", "H", "H", "H", "H", "H", "H", "H", "H", "H", "H", "H", "H", "S", "N", "C", "C", "C", "C", "C", "N", "C", "C", "N", "C", "C", "C", "C", "C", "N", "H", "H", "H", "H", "H", "H", "O", "O", "C", "C", "C", "C", "C", "C", "Si", "C", "C", "C", "C", "C", "C", "C", "C", "C", "C", "C", "C", "H", "H", "H", "H", "H", "H", "H", "H", "H", "H", "H", "H", "H", "H", "H", "C", "C", "C", "C", "C", "C", "Te", "C", "C", "C", "H", "H", "H", "H", "H", "H", "H", "H", "H", "H", "H", "C", "C", "C", "C", "C", "C", "C", "C", "C", "C", "H", "H", "H", "H", "H", "H", "H"], "coordinates": [[0.6643, -0.2115, 0.3284], [-2.7482, 1.7896, 0.1306], [-3.4534, 2.2646, -1.0439], [-2.4390, 2.6597, -2.1178], [-2.0416, 1.4727, -2.9938], [-0.7740, 1.7782, -3.7874], [0.3065, 2.0399, -2.8589], [-2.0831, 1.0652, -0.1220], [-3.3832, 1.3843, 0.8091], [-4.0393, 3.1394, -0.7320], [-4.1634, 1.5300, -1.4679], [-1.5482, 3.0397, -1.6126], [-2.8453, 3.4594, -2.7439], [-2.8592, 1.2160, -3.6733], [-1.8440, 0.6007, -2.3656], [-0.9290, 2.6722, -4.4065], [-0.5634, 0.9338, -4.4674], [1.1579, 2.2737, -3.3570], [0.5401, 1.1755, -2.3657], [-3.9079, 0.5456, 7.7189], [-4.0678, -0.6401, 6.5773], [-3.2917, -0.3150, 5.5455], [-3.1478, -1.0597, 4.3400], [-3.8290, -2.2580, 4.1204], [-3.6574, -2.9165, 2.9255], [-2.8048, -2.3474, 1.9699], [-2.1623, -1.2211, 2.1424], [-2.2966, -0.5644, 3.3067], [-1.5716, 0.6580, 3.4989], [-0.7628, 1.0870, 2.5185], [-0.1236, 2.2144, 2.6698], [-0.2078, 3.0217, 3.8120], [-1.0110, 2.5959, 4.8436], [-1.7208, 1.4012, 4.7089], [-2.5888, 0.9104, 5.7269], [-2.8381, 1.4992, 6.8944], [-4.4793, -2.6333, 4.8992], [-4.1633, -3.8455, 2.7153], [-2.6361, -2.8393, 1.0195], [0.4978, 2.5190, 1.8362], [0.3452, 3.9470, 3.8737], [-1.1199, 3.1584, 5.7614], [2.0929, 0.4522, -1.2238], [2.9683, 1.4393, -1.8928], [-0.1826, -6.5601, 0.8653], [-1.4748, -6.2618, 0.4701], [-1.7183, -5.1755, -0.3508], [-0.6869, -4.3501, -0.7858], [0.6018, -4.6448, -0.3407], [0.8585, -5.7386, 0.4609], [-0.9389, -2.8049, -1.8708], [-2.7961, -2.8240, -2.3951], [-3.7225, -2.0712, -1.6768], [-5.0447, -1.9746, -2.0676], [-5.4787, -2.6272, -3.2102], [-4.5796, -3.3886, -3.9383], [-3.2601, -3.4840, -3.5326], [-0.0427, -3.2734, -3.4979], [-0.0060, -2.3713, -4.5595], [0.7810, -2.5828, -5.6733], [1.5724, -3.7173, -5.7578], [1.5429, -4.6399, -4.7242], [0.7389, -4.4235, -3.6203], [0.0146, -7.4176, 1.4955], [-2.2981, -6.8816, 0.8064], [-2.7343, -4.9546, -0.6555], [1.4166, -3.9947, -0.6290], [1.8690, -5.9470, 0.7874], [-3.3917, -1.5438, -0.7925], [-5.7396, -1.3795, -1.4886], [-6.5101, -2.5414, -3.5284], [-4.9164, -3.9079, -4.8287], [-2.5706, -4.0830, -4.1138], [-0.6053, -1.4742, -4.4954], [0.7937, -1.8592, -6.4788], [2.2128, -3.8764, -6.6156], [2.1615, -5.5300, -4.7734], [0.7168, -5.1652, -2.8325], [5.2894, 8.3067, -0.9634], [4.6213, 6.9631, -0.8868], [3.8723, 6.5895, 0.2167], [3.2494, 5.3558, 0.2754], [2.4327, 4.9783, 1.4667], [3.3708, 4.4437, -0.7798], [2.3300, 2.6034, -0.4359], [4.1255, 4.8175, -1.8936], [4.2758, 3.9006, -3.0699], [4.7335, 6.0616, -1.9354], [5.0672, 8.8997, -0.0780], [4.9522, 8.8580, -1.8427], [6.3724, 8.1966, -1.0395], [3.7667, 7.2771, 1.0477], [2.4148, 5.7809, 2.2034], [2.8320, 4.0750, 1.9363], [1.4081, 4.7498, 1.1677], [3.8685, 2.9261, -2.8325], [5.3249, 3.7854, -3.3451], [3.7455, 4.3040, -3.9357], [5.3081, 6.3453, -2.8096], [1.0063, -4.7627, 4.7262], [0.1472, -4.3229, 3.7058], [0.5037, -3.2630, 2.9198], [1.7276, -2.5909, 3.1046], [2.0960, -1.5171, 2.2636], [3.2985, -0.9004, 2.4908], [4.1499, -1.3005, 3.5382], [3.8065, -2.3468, 4.3525], [2.5880, -3.0281, 4.1573], [2.1984, -4.1294, 4.9468], [0.7212, -5.6134, 5.3343], [-0.7914, -4.8354, 3.5366], [-0.1393, -2.9145, 2.1238], [3.6306, -0.0983, 1.8400], [5.0922, -0.7811, 3.6894], [4.4675, -2.6665, 5.1526], [2.8574, -4.4628, 5.7445]]}


# 5
{"formula": "C2H3N4", "method": "the ωB97M-V functional and the def2-TZVPD basis", "lumo_energy_ev": [-4.01, -9.24], "charge": 1, "energy_ev": -8063.5446, "multiplicity": 3, "relative_energy_kcal_mol": 126.7, "homo_lumo_gap_ev": [9.698, 8.323], "elements": ["C", "C", "N", "N", "N", "N", "H", "H", "H"], "coordinates": [[0.8694, -0.9285, -0.1795], [-0.2012, 0.1443, -0.4316], [1.8481, 0.0732, -0.5054], [1.5750, -0.1663, 0.8624], [0.7952, 1.1293, -0.7288], [0.3655, 0.9179, 0.6149], [0.8371, -2.0353, -0.2031], [-1.2927, 0.3303, -0.6218], [-0.2695, 1.4852, 1.1550]]}


# 6
{"formula": "C33H71ClN5", "method": "the ωB97M-V functional and the def2-TZVPD basis", "lumo_energy_ev": -5.92, "charge": 3, "energy_ev": -55320.3005, "multiplicity": 1, "relative_energy_kcal_mol": 54.4, "homo_lumo_gap_ev": 6.010, "elements": ["C", "C", "C", "C", "N", "C", "C", "C", "C", "C", "H", "H", "H", "H", "H", "H", "H", "H", "H", "H", "H", "H", "H", "H", "H", "H", "H", "H", "H", "H", "C", "C", "C", "C", "N", "C", "C", "C", "C", "C", "H", "H", "H", "H", "H", "H", "H", "H", "H", "H", "H", "H", "H", "H", "H", "H", "H", "H", "H", "H", "C", "C", "C", "C", "N", "C", "C", "C", "C", "C", "H", "H", "H", "H", "H", "H", "H", "H", "H", "H", "H", "H", "H", "H", "H", "H", "H", "H", "H", "H", "C", "C", "N", "C", "C", "N", "C", "C", "H", "H", "H", "H", "H", "H", "H", "H", "H", "H", "H", "Cl"], "coordinates": [[1.0751, 6.1462, -1.9674], [2.1162, 5.0721, -2.4669], [1.5604, 4.2495, -3.6342], [1.6151, 4.8999, -5.0427], [1.3176, 3.9322, -6.2753], [2.3050, 2.7202, -6.3649], [1.4286, 1.4081, -6.4046], [0.1343, 1.8979, -7.0063], [-0.0470, 3.2298, -6.2406], [1.4983, 4.6554, -7.6350], [0.3747, 5.6782, -1.2757], [0.5746, 6.5714, -2.8374], [1.5969, 6.9621, -1.4672], [2.2661, 4.4639, -1.5749], [3.0560, 5.5430, -2.7553], [0.5618, 3.8803, -3.4004], [2.1698, 3.3492, -3.5543], [2.6120, 5.3176, -5.1838], [0.9625, 5.7572, -5.2077], [2.8110, 2.7819, -7.3284], [3.0218, 2.8646, -5.5566], [2.1017, 0.7258, -6.9238], [1.2348, 0.9565, -5.4317], [0.3038, 2.1002, -8.0639], [-0.7501, 1.2689, -6.9051], [-0.6978, 3.8645, -6.8420], [-0.3299, 3.0851, -5.1980], [2.5141, 5.0491, -7.6698], [0.7839, 5.4786, -7.6467], [1.2009, 4.0249, -8.4730], [6.7137, 1.6519, 5.9148], [5.1311, 1.7686, 6.0676], [4.3429, 1.4513, 4.8112], [4.7660, 0.1153, 4.1139], [3.9576, -0.4373, 2.9359], [4.6936, -1.5410, 2.2667], [4.0574, -1.5773, 0.9166], [3.6416, -0.1137, 0.6250], [3.8934, 0.6319, 1.8640], [2.5694, -0.9562, 3.4449], [7.0299, 0.6472, 5.6343], [7.2360, 1.9137, 6.8351], [6.9654, 2.3097, 5.0830], [4.8433, 2.7294, 6.4943], [4.9400, 0.9839, 6.7996], [4.3514, 2.3562, 4.2036], [3.2858, 1.3574, 5.0597], [4.8596, -0.6893, 4.8434], [5.8220, 0.1735, 3.8502], [4.6411, -2.4342, 2.8892], [5.7337, -1.2195, 2.2110], [3.2147, -2.2642, 0.9945], [4.7731, -1.9698, 0.1943], [2.5989, -0.0336, 0.3178], [4.2000, 0.2698, -0.2289], [3.1267, 1.3755, 2.0816], [4.8645, 1.1223, 1.9320], [2.8891, -1.7316, 4.1410], [1.9070, -1.2708, 2.6384], [2.0530, -0.1689, 3.9940], [-6.1047, -2.8238, 1.2088], [-5.4217, -3.6038, 2.3145], [-5.3429, -2.6538, 3.5382], [-4.4124, -1.4372, 3.3067], [-4.3732, -0.4662, 4.4888], [-5.6253, 0.3418, 4.7679], [-5.7830, 1.5141, 3.8539], [-4.2846, 2.0275, 3.9303], [-3.3765, 0.7426, 4.1643], [-3.9419, -1.2603, 5.7436], [-6.1834, -3.5000, 0.3575], [-5.5662, -1.9533, 0.8341], [-7.1163, -2.5856, 1.5374], [-4.4382, -3.9296, 1.9758], [-6.0058, -4.4777, 2.6029], [-4.9954, -3.2898, 4.3524], [-6.3378, -2.2859, 3.7891], [-4.6858, -0.8533, 2.4279], [-3.4098, -1.7413, 3.0056], [-5.3760, 0.7073, 5.7641], [-6.4758, -0.3384, 4.8138], [-6.5003, 2.2811, 4.1458], [-6.0936, 1.0789, 2.9041], [-4.2859, 2.7209, 4.7712], [-4.0491, 2.6197, 3.0460], [-2.7180, 0.8419, 5.0273], [-2.8222, 0.3628, 3.3060], [-3.6972, -0.5794, 6.5589], [-3.1113, -1.9178, 5.4872], [-4.7874, -1.8785, 6.0453], [-3.5158, -4.5417, -4.3573], [-2.1507, -3.8647, -4.2725], [-1.3883, -4.5359, -3.2001], [-1.6603, -4.3539, -1.8951], [-0.7175, -5.1955, -1.2123], [-0.0403, -5.9184, -2.1400], [-0.4012, -5.3911, -3.3754], [1.0877, -6.7995, -1.8474], [-4.4009, -3.9927, -4.6791], [-3.9564, -4.8052, -3.3958], [-3.4205, -5.4965, -4.8743], [-2.1595, -2.8393, -3.9029], [-1.5965, -4.0239, -5.1975], [-2.3688, -3.5854, -1.6235], [-0.5157, -5.2855, -0.1551], [0.1187, -5.5204, -4.3132], [1.8559, -6.7001, -2.6143], [0.8534, -7.8613, -1.9225], [1.4684, -6.4898, -0.8742], [-2.2447, 1.1531, -0.8118]]}